[1]
One molecule with the formula C3H6N4 in a non-equilibrium geometry, computed with ωB97M-V/def2-TZVPD.

Atoms and positions in Å:
N  -1.0228  1.9839  0.0179
N  0.6774  -1.1375  0.0594
N  -1.7247  -0.8541  0.1274
N  -0.5021  -0.3526  -0.2791
C  1.3050  1.0724  -0.0053
C  -0.2078  1.0258  -0.1354
C  1.7631  -0.2057  0.0545
H  1.8346  1.9895  0.1696
H  -2.0179  -1.5912  -0.5586
H  0.7992  -1.7731  -0.7326
H  -1.9621  1.5919  -0.0024
H  2.7393  -0.5236  0.2310
H  -1.6812  -1.2258  1.0535

Values from the calculation:
- Multiplicity: 1
- E_HOMO: -8.357 eV
- LUMO: 0.84 eV
- Net charge: 0
- Frontier orbital gap: 9.2 eV


[2]
C29H61INO10P2S as an isolated structure, computed with ωB97M-V/def2-TZVPD.

Atoms and positions in Å:
I  -0.3738  0.8439  -1.5112
S  3.9852  -1.7330  -0.7654
P  0.3124  -2.1411  -4.1176
P  -1.0408  -1.0450  1.0920
O  -2.5965  3.9718  2.7632
O  -1.3416  -0.6936  3.7838
O  4.2180  -4.4595  -3.0337
O  -5.9538  1.4156  5.4120
O  1.8747  4.4558  0.3945
O  2.4532  8.3438  -0.5841
O  6.0007  -7.9610  -7.5870
O  0.2232  -3.1755  -5.1637
O  -7.6813  -2.3767  3.4781
O  -2.1766  -1.9777  1.0579
N  1.3920  -1.1560  -0.2330
C  6.6667  -7.3793  -8.4122
C  -8.2408  0.7587  5.4677
C  1.8443  -2.8917  -1.9108
C  -0.0855  -1.0492  -0.5501
C  -1.6323  4.5708  3.1829
C  6.0320  -6.5762  -9.5211
C  4.3222  -5.4683  -3.7049
C  2.3069  -1.5511  -1.3736
C  -6.8018  0.7048  5.9069
C  1.4736  8.7805  -0.0229
C  2.6122  5.3861  -1.6694
C  4.8330  -6.7549  -3.1159
C  -2.6732  -0.7010  5.7523
C  -0.5897  -2.2258  -1.3994
C  -6.7850  -2.0782  2.7241
C  -2.9821  1.0093  3.8623
C  2.8077  4.8142  -0.2940
C  -0.2583  4.3545  2.6006
C  0.9164  8.1246  1.2169
C  -5.3341  -2.2476  3.1061
C  0.7495  10.0015  -0.5266
C  3.9514  -5.4961  -5.1605
C  -2.2505  -0.1770  4.4106
C  0.3979  -2.8275  -2.4123
C  -1.7475  5.5653  4.3115
C  -7.0557  -1.5130  1.3519
C  4.2296  4.7335  0.2010
C  -6.4768  -0.2899  6.9934
C  8.1745  -7.4235  -8.3904
H  -1.4035  6.5476  3.9816
H  -3.7209  -1.0034  5.7199
H  -8.3646  1.5051  4.6871
H  1.5527  5.4154  -1.9141
H  1.7042  -0.2465  0.1156
H  0.9111  8.8354  2.0454
H  8.5156  -8.0299  -7.5553
H  8.5496  -7.8439  -9.3250
H  4.9491  -6.6198  -9.4375
H  4.8176  -5.7938  -5.7550
H  -2.5692  1.2901  2.8965
H  1.9494  -3.6478  -1.1266
H  8.5785  -6.4131  -8.3020
H  3.1746  -6.2434  -5.3315
H  4.0815  -7.5383  -3.2278
H  -8.8831  1.0049  6.3150
H  -1.4672  -1.8620  -1.9359
H  4.6703  5.7320  0.2051
H  6.3652  -5.5377  -9.4706
H  -0.9704  -2.9980  -0.7274
H  0.4290  4.0135  3.3779
H  1.5169  7.2566  1.4800
H  -8.5429  -0.2217  5.0921
H  -5.2712  -2.6628  4.1104
H  -4.8258  -2.9154  2.4094
H  2.2417  -0.7693  -2.1285
H  1.5472  -1.8179  0.5369
H  -1.3183  0.3122  1.2736
H  6.3398  -6.9702  -10.4911
H  0.0793  -3.8589  -2.5898
H  -7.0677  -0.0743  7.8851
H  1.2399  10.3826  -1.4183
H  -2.7804  5.6320  4.6431
H  -0.2886  9.7530  -0.7547
H  -0.2997  3.6216  1.7999
H  1.4585  -1.3194  -4.2081
H  4.8289  4.1164  -0.4714
H  -5.4193  -0.2437  7.2424
H  -0.7677  -1.2377  -4.0655
H  0.7386  10.7739  0.2445
H  -6.7413  -1.2965  6.6621
H  4.2429  -0.4297  -0.5645
H  -0.1167  7.8168  1.0405
H  -6.6120  -2.1558  0.5894
H  -2.8913  1.8548  4.5446
H  -2.0575  -1.5549  6.0249
H  -1.1117  5.2614  5.1455
H  3.5949  -4.5213  -5.4844
H  3.1460  4.7936  -2.4157
H  -4.0465  0.7956  3.7579
H  0.0267  -1.3354  1.9663
H  -4.8326  -1.2784  3.0804
H  4.2542  4.3178  1.2055
H  0.1407  5.2855  2.1980
H  -6.5972  -0.5263  1.2590
H  5.7213  -7.0838  -3.6579
H  3.0154  6.3983  -1.6846
H  -2.5725  0.0832  6.5042
H  -8.1274  -1.4358  1.1880
H  2.5136  -3.1583  -2.7300
H  5.0725  -6.6194  -2.0643

Values from the calculation:
- Multiplicity: 1
- E_HOMO: -11.119 eV
- LUMO: -3.26 eV
- Net charge: +1
- Frontier orbital gap: 7.9 eV


- E_HOMO of number 1 (C3H6N4)?
  -8.357 eV


- Look up the frontier orbital gap of the first one.
  9.2 eV


- Number 2 is which compound?
  C29H61INO10P2S


- Which formula does entry 1 have?
  C3H6N4